ORCA calculation (ωB97M-V with the def2-TZVPD basis set) on a molecular structure, C34H41ClHfN4P2 at a distorted geometry.

Geometry as XYZ:
```
83
Properties=species:S:1:pos:R:3:mulliken_charge:R:1
Hf -2.82780 -0.80013 -0.29333 -0.61
C -3.49906 -2.78973 -0.15454 -0.56
C -2.17050 -2.85250 -0.75338 0.67
C -1.90481 -2.98535 -2.24092 -1.03
C -2.59446 -1.92774 -3.13204 -1.22
C -2.95373 -0.60903 -2.43349 1.24
C -4.24378 -0.26701 -1.88394 -0.39
C -5.25804 -1.22290 -1.29795 -1.00
C -4.79508 -2.67464 -0.96826 -0.99
C -2.02579 1.07672 0.65877 -1.10
H -3.60775 -3.19089 0.87645 0.74
H -1.41716 -3.43399 -0.20159 0.86
H -2.22078 -3.99507 -2.56520 0.50
H -0.81441 -2.94924 -2.44034 0.34
H -1.90011 -1.66255 -3.95654 0.48
H -3.45918 -2.36366 -3.65333 0.37
H -2.40597 0.22116 -2.88553 -0.29
H -4.59712 0.77046 -2.01053 0.50
H -6.13145 -1.28287 -1.97144 0.47
H -5.71107 -0.76735 -0.39274 0.41
H -5.57028 -3.12952 -0.32232 0.41
H -4.74514 -3.27259 -1.89288 0.30
H -2.49356 1.07501 1.67212 0.50
H -2.42996 1.96056 0.12623 0.50
H -0.96996 1.33562 0.87993 -0.08
P 0.70472 0.82790 -1.24899 -0.26
P 2.01528 -1.22272 0.87580 0.22
N -0.20793 1.64552 -2.79768 0.86
N 2.10154 1.72578 -1.58325 0.99
N 0.47947 -1.66472 1.66385 0.35
N 2.94571 -2.47722 1.74535 0.36
C 1.11190 -0.86238 -1.85323 -0.65
C 1.66252 -1.89291 -0.80435 -1.25
C -1.28549 2.51828 -2.62735 -0.68
C -1.85022 2.80236 -3.87886 -0.70
C -1.06074 2.12461 -4.85632 -0.73
C -0.05614 1.44315 -4.16328 -0.64
C 2.04659 3.13417 -1.54453 -0.57
C 3.06036 3.63293 -2.33869 -0.74
C 3.77753 2.50651 -2.87606 -0.75
C 3.17453 1.36619 -2.40068 -0.46
C 0.20898 -1.59053 3.04149 -0.87
C -1.16025 -1.52298 3.24574 -1.40
C -1.78400 -1.54753 1.97086 -0.39
C -0.74727 -1.58668 1.00286 1.11
C 2.49786 -3.72681 2.20854 -0.33
C 3.29363 -4.13452 3.26813 -0.59
C 4.28874 -3.11803 3.47249 -0.53
C 4.06282 -2.12375 2.53696 -0.51
H 1.81928 -0.77198 -2.69683 1.31
H 0.18153 -1.26202 -2.30342 -0.77
H 0.98684 -2.76500 -0.71539 0.36
H 2.62554 -2.27901 -1.18649 0.65
H -1.53554 2.88042 -1.64388 0.38
H -2.72261 3.40621 -4.05638 0.49
H -1.22071 2.12610 -5.92434 0.48
H 0.76051 0.86110 -4.54419 0.44
H 1.28301 3.61424 -0.96140 0.49
H 3.26073 4.67195 -2.51987 0.50
H 4.64146 2.53739 -3.52192 0.49
H 3.40585 0.32200 -2.53442 0.47
H 1.01215 -1.55479 3.75588 0.53
H -1.71332 -1.35589 4.17073 0.47
H -2.86408 -1.28525 1.79142 0.64
H -0.71577 -1.05146 0.00618 -0.55
H 1.65665 -4.21684 1.73415 0.39
H 3.16795 -5.04056 3.84515 0.45
H 5.06057 -3.12393 4.23025 0.47
H 4.58512 -1.20022 2.33494 0.42
Cl -0.54606 3.51119 4.86406 -0.13
C 1.01801 3.57168 4.20409 0.46
C 1.88259 4.59842 4.55832 -0.57
C 3.17509 4.66168 3.99654 -0.26
C 3.60839 3.65607 3.11570 -0.82
C 2.78938 2.58585 2.79023 -0.11
C 1.44520 2.52856 3.30200 0.41
C 0.61172 1.48246 2.95927 0.41
H 1.56283 5.34873 5.28035 0.45
H 3.84460 5.48617 4.26701 0.42
H 4.61447 3.70932 2.69459 0.42
H 3.13934 1.75832 2.17507 0.42
H 0.92906 0.79280 2.18245 -0.39
H -0.28301 1.27691 3.52811 0.33
```

Calculated values
HOMO	-12.405	eV
E	-2729.212727	Ha
LUMO energy	-8.177	eV
charge	+2
F_max	3.7	eV/A

ORCA calculation (ωB97M-V with the def2-TZVPD basis set) on a single C2H3N3O molecule at a distorted geometry.

Geometry as XYZ:
```
9
Properties=species:S:1:pos:R:3:mulliken_charge:R:1
C 0.48234 -1.74884 -0.56918 0.24
C -0.85755 0.45244 0.50199 -0.80
N 0.60258 -2.85937 -0.77241 -0.29
N 1.40550 0.56728 -0.51842 -0.06
N 0.45565 -0.05117 0.12142 0.30
O 1.43621 1.79751 -0.59449 -0.42
H -0.77129 1.45069 0.74657 0.36
H -1.45663 0.36613 -0.30098 0.37
H -1.29680 0.02532 1.38551 0.30
```

Calculated values
structure (SMILES)	CN(C#N)N=O
HOMO	-10.173	eV
E	-317.308221	Ha
LUMO energy	-1.334	eV
energy relative to the best compared isomer or geometry (same formula, charge and spin)	6.098	eV
F_max	7.4	eV/A

ORCA calculation (ωB97M-V with the def2-TZVPD basis set) on 2 unconnected molecules or ions with the total composition C5H8O.

Geometry as XYZ:
```
14
Properties=species:S:1:pos:R:3:mulliken_charge:R:1
C -1.55579 -0.69309 -0.83644 -1.10
C -0.82409 -0.80979 0.47216 0.27
C 1.62249 0.75228 -0.60961 -0.53
C 1.79652 1.12550 0.65242 -0.52
C -0.90961 0.24899 1.51792 -0.31
O -1.66183 -0.79004 1.67848 -0.19
H -2.36371 -1.43041 -0.88964 0.33
H -1.98698 0.30448 -0.97084 0.31
H -0.86979 -0.88375 -1.66815 0.30
H -0.02556 -1.54442 0.54647 0.38
H 2.09725 -0.13653 -1.01975 0.27
H 0.97598 1.31254 -1.28227 0.24
H 2.41150 0.55036 1.34150 0.27
H 1.29363 1.99387 1.06774 0.28
```

Calculated values
HOMO	-9.471	eV
E	-270.390883	Ha
LUMO energy	0.667	eV
energy relative to the best compared isomer or geometry (same formula, charge and spin)	4.545	eV
F_max	0.6	eV/A

What did the second record say?
ORCA calculation (ωB97M-V with the def2-TZVPD basis set) on a single C2H3N3O molecule at a distorted geometry.

Geometry as XYZ:
```
9
Properties=species:S:1:pos:R:3:mulliken_charge:R:1
C 0.48234 -1.74884 -0.56918 0.24
C -0.85755 0.45244 0.50199 -0.80
N 0.60258 -2.85937 -0.77241 -0.29
N 1.40550 0.56728 -0.51842 -0.06
N 0.45565 -0.05117 0.12142 0.30
O 1.43621 1.79751 -0.59449 -0.42
H -0.77129 1.45069 0.74657 0.36
H -1.45663 0.36613 -0.30098 0.37
H -1.29680 0.02532 1.38551 0.30
```

Calculated values
structure (SMILES)	CN(C#N)N=O
HOMO	-10.173	eV
E	-317.308221	Ha
LUMO energy	-1.334	eV
energy relative to the best compared isomer or geometry (same formula, charge and spin)	6.098	eV
F_max	7.4	eV/A